Below is a molecular structure, C13H37N3O8PS3V at a distorted geometry, with properties calculated with the ωB97M-V functional and the def2-TZVPD basis.

Each line ends with the Löwdin charge.
CARTESIAN COORDINATES (ANGSTROEM)
1 O 0.195 -2.205 5.142  -0.18
2 V 0.733 -0.866 4.489  1.29
3 O -1.453 -1.221 0.952  0.09
4 C -1.001 -1.647 2.164  -0.72
5 O -0.876 -2.852 2.341  0.07
6 O -0.650 -0.771 3.058  -0.12
7 H -1.546 -2.170 0.694  0.13
8 O 1.475 3.507 -1.686  -0.26
9 P 1.795 2.109 -1.997  0.50
10 N 3.452 1.913 -2.157  -0.31
11 C 4.001 0.644 -2.560  -0.14
12 C 4.296 2.727 -1.277  -0.09
13 N 1.188 1.476 -3.399  -0.31
14 C -0.230 1.157 -3.482  -0.12
15 C 1.772 1.944 -4.644  -0.10
16 N 1.270 1.037 -0.824  -0.28
17 C 1.254 -0.404 -1.045  -0.10
18 C 1.331 1.420 0.566  -0.12
19 H 3.252 0.050 -3.077  0.07
20 H 4.420 0.076 -1.710  0.07
21 H 4.878 0.726 -3.214  0.09
22 H 3.917 2.757 -0.248  0.07
23 H 4.198 3.764 -1.605  0.08
24 H 5.333 2.412 -1.342  0.08
25 H -0.808 1.929 -3.999  0.10
26 H -0.332 0.219 -4.038  0.09
27 H -0.681 1.021 -2.500  0.06
28 H 1.788 1.160 -5.399  0.09
29 H 1.340 2.896 -4.971  0.10
30 H 2.807 2.253 -4.475  0.07
31 H 0.882 -0.613 -2.043  0.07
32 H 2.254 -0.838 -0.907  0.06
33 H 0.593 -0.860 -0.308  0.06
34 H 0.554 0.898 1.132  0.06
35 H 1.110 2.489 0.602  0.08
36 H 2.293 1.280 1.087  0.07
37 C -2.919 -1.216 -2.365  -0.25
38 S -4.725 -1.270 -2.130  0.82
39 O -5.201 -2.612 -2.520  -0.54
40 C -4.721 -1.188 -0.332  -0.27
41 H -2.422 -1.747 -1.552  0.03
42 H -2.659 -0.161 -2.384  0.03
43 H -2.678 -1.776 -3.265  0.06
44 H -4.080 -1.978 0.058  0.04
45 H -5.759 -1.251 -0.018  0.06
46 H -4.319 -0.229 0.000  0.05
47 C -4.959 2.252 4.754  -0.27
48 S -5.552 1.044 3.564  0.81
49 O -6.031 1.783 2.378  -0.54
50 C -3.979 0.279 3.114  -0.27
51 H -4.229 2.929 4.311  0.06
52 H -4.529 1.738 5.618  0.05
53 H -5.797 2.817 5.155  0.05
54 H -4.066 -0.096 2.097  0.01
55 H -3.667 -0.493 3.818  0.05
56 H -3.135 0.977 3.068  0.05
57 C 4.122 -1.803 1.751  -0.21
58 S 2.993 -2.793 2.741  0.99
59 O 1.791 -1.901 3.084  -0.62
60 C 2.309 -3.818 1.442  -0.20
61 H 4.647 -1.123 2.416  0.06
62 H 3.508 -1.261 1.029  0.04
63 H 4.797 -2.448 1.192  0.08
64 H 1.396 -4.264 1.837  0.07
65 H 3.011 -4.621 1.225  0.08
66 H 2.051 -3.188 0.593  0.07

Values from the calculation:
- Max |F|: 7.12 eV/A
- Total charge: +1
- 2S+1: 2
- ΔE to the lowest compared entry with this formula, charge and spin: 0.0 kJ/mol
- Expectation value of S²: 0.801
- LUMO energy (spin up / spin down): -6.42 / -6.19 eV